1.
{"formula": "C48H46Cl8CuF12N8O20S4", "method": "ωB97M-V/def2-TZVPD", "gap_ev": [4.9059, 2.6354], "s_squared": 0.757, "homo_energy_ev": [-9.317, -9.317], "multiplicity": 2, "total_charge": 0, "species": ["Cl", "C", "C", "C", "H", "H", "H", "Cu", "H", "Cl", "H", "C", "Cl", "C", "C", "C", "H", "F", "H", "C", "S", "O", "C", "C", "C", "H", "H", "O", "Cl", "C", "Cl", "H", "N", "C", "C", "Cl", "H", "H", "C", "C", "O", "H", "H", "F", "H", "N", "O", "C", "C", "C", "F", "C", "H", "N", "O", "O", "H", "O", "C", "N", "O", "H", "H", "C", "C", "H", "C", "C", "H", "C", "C", "F", "C", "C", "C", "H", "C", "O", "F", "N", "F", "H", "H", "F", "C", "N", "C", "H", "H", "C", "H", "F", "H", "C", "F", "C", "O", "H", "H", "O", "Cl", "S", "S", "C", "H", "O", "O", "H", "H", "C", "H", "S", "H", "N", "O", "H", "H", "O", "C", "H", "H", "F", "H", "C", "F", "H", "H", "H", "C", "H", "H", "C", "C", "F", "O", "O", "C", "C", "O", "H", "O", "N", "C", "Cl", "O", "C", "C"], "coordinates": [[-3.5580, -7.9532, 2.3205], [-0.6552, -0.3057, 5.7783], [11.0483, -4.4186, 0.7104], [3.6121, -7.3307, 4.8926], [-2.6673, -0.8063, 6.2650], [-4.2002, -7.5992, -9.1647], [6.8150, -4.9928, -7.4148], [3.7210, 2.7506, 0.0435], [-4.5730, -4.8865, -5.1380], [-5.7369, -5.5818, 3.3370], [10.3472, -3.5282, -1.1486], [-1.7571, 9.5741, -0.6554], [8.8954, -3.9774, -7.2092], [-5.3995, -6.5257, -6.2140], [-7.8923, 3.8741, -5.9600], [-4.7252, 5.5732, 5.6064], [-4.4455, -4.4701, 1.6533], [-1.6016, 2.2772, -2.7366], [8.6901, -1.9350, 2.5032], [6.8498, 6.8727, -2.5631], [-0.6748, 0.5650, -0.7974], [-0.3205, -1.7480, -2.3453], [-10.0975, -0.9043, -0.5511], [11.0243, -4.3580, 2.0649], [9.4335, -2.5406, 2.0062], [-2.2630, 9.2696, -1.5597], [10.1371, -3.2772, 3.7704], [0.0077, -7.9465, 6.9110], [-9.3764, 4.8159, -3.8160], [-8.6885, -1.0440, 0.0077], [-11.2801, -1.0601, 0.7568], [-3.1458, -6.3084, 0.7676], [1.0061, 0.1712, -1.0986], [-3.9782, -6.5361, 1.4334], [7.4046, -4.3271, -8.0451], [4.8977, -3.5703, -8.8202], [-8.8095, -1.9211, 0.6434], [-6.7498, 8.5325, 3.9463], [-2.1179, 10.7704, -0.0777], [-0.2057, 9.1366, 1.1053], [8.0131, 4.3696, -2.2937], [-6.2359, 8.5699, 6.2988], [3.3659, -7.2404, 8.7507], [7.5793, 7.0788, -1.4407], [-2.7798, 11.3908, -0.6637], [-6.5139, -6.6769, -5.2409], [1.2472, 7.3203, 1.1883], [-0.6323, 10.3626, 1.7127], [-5.7427, 6.6969, 3.5870], [-8.0892, 5.0250, -5.0663], [4.3221, 4.2998, -6.9568], [-3.2772, -5.3806, -6.7714], [-0.9028, 0.4326, 5.0300], [5.5978, 4.4927, -2.9553], [3.2525, 5.0010, -3.9405], [5.0794, 6.3790, -4.9644], [6.2508, -2.5444, -7.4373], [7.6723, -1.0830, 0.3983], [2.2751, -7.4231, 6.9469], [1.7446, 0.0364, 5.2732], [-1.4501, -0.5295, -0.2000], [-3.5176, -5.0689, 3.0785], [3.7469, -7.2888, 3.8218], [-5.2502, -7.3222, -7.3498], [-1.5681, 11.2132, 1.1144], [7.6500, -4.8669, -8.9597], [9.4801, -2.5448, 0.5973], [-4.0983, -7.1419, -8.1916], [-10.4110, -1.7218, -1.2003], [0.6544, -0.6163, 6.0408], [-5.8899, 7.6995, 5.7610], [-0.6861, 0.5124, -3.4650], [-1.3783, -1.9759, 7.4797], [-4.4611, -5.5087, -6.0136], [-5.1765, 6.6874, 6.3670], [-6.9981, 4.0544, -6.5566], [2.3765, -7.3272, 5.5301], [-5.4770, 5.8888, 1.3699], [5.5470, 7.1887, -2.2657], [-5.9544, 6.7539, 2.1117], [1.4690, -3.7646, -0.7154], [6.9575, -2.3797, -9.0378], [-5.9352, -8.0669, -7.7274], [0.3125, -2.4243, 0.4644], [-6.1683, 7.7521, 4.4145], [0.7093, 8.2225, 1.8089], [0.9558, -1.5681, 7.0311], [11.5309, -5.1101, 2.6514], [-2.2020, -2.5074, 7.9329], [-5.1473, 5.5843, 4.2496], [-1.7721, 12.1985, 1.5070], [6.0122, 3.2752, -5.9042], [-4.8938, 4.7781, 3.5772], [3.5011, -7.2766, 7.6798], [7.2459, 7.6740, -3.5795], [4.7635, -7.2139, 5.6773], [-6.5622, 7.6537, 1.5676], [-8.0168, -1.4035, -0.7719], [1.5123, -7.3420, 4.8826], [8.8275, -1.5576, -1.3940], [-8.0977, 0.2753, 1.0766], [4.6737, 5.0801, -4.3540], [0.9524, -1.2954, -1.7992], [-1.6266, -1.0419, 6.4316], [-2.1697, -6.1293, -8.4450], [1.4243, 0.8904, 4.4413], [-0.7269, 1.8540, -0.1349], [5.6557, -7.1701, 5.0703], [-0.7485, 7.7207, -0.4656], [-3.0491, -6.3019, -7.8422], [1.9956, -1.7815, 7.2300], [7.0572, 5.0415, -3.1600], [-4.2691, 4.7292, 6.1024], [0.9471, -7.6419, 7.6342], [2.8874, -0.2959, 5.4585], [-7.5611, 2.9768, -5.4373], [-8.2883, 5.9387, -5.6263], [0.8117, -7.4606, 8.8253], [4.7082, 3.7325, -5.7728], [11.7142, -5.0893, 0.1877], [0.1329, -2.8134, 8.6505], [-2.6798, 0.4970, -2.5996], [-2.6287, -4.5448, -6.5539], [10.3094, -3.5329, -0.0693], [3.8659, 2.7905, -5.3955], [-4.9346, 6.7278, 7.4188], [-0.0782, 10.7332, 2.5625], [-4.8247, -6.7364, 0.7766], [10.2295, -3.4206, 2.7039], [-7.1606, 5.1507, -4.5095], [-10.2749, 0.0526, -1.0420], [-0.8480, 8.7216, -0.0721], [6.5213, -3.0936, -8.3391], [2.4357, -2.0236, 0.3228], [7.5651, 5.1530, -4.5312], [0.9363, 8.4194, 2.9679], [4.7887, -7.1661, 7.0653], [-1.4647, 0.9851, -2.5502], [-7.2007, -7.6921, -5.4684], [5.6470, -7.0202, 7.7043], [2.1265, -1.3876, -2.6870], [8.6226, -1.6310, -0.1780], [1.3248, -2.4781, -0.3316], [-9.1960, 3.5921, -7.1563], [-6.6212, -5.8735, -4.2820], [-0.0411, -2.1816, 7.7920], [-4.2778, -5.3049, 2.3339]], "forces_ev_per_angstrom": [[0.211, -1.003, 0.644], [-0.343, -0.262, -0.366], [0.078, 0.526, -1.928], [0.079, 0.786, 1.793], [-0.085, 0.013, -0.384], [0.634, -0.414, 0.058], [0.123, -0.017, -0.016], [0.229, 0.305, -0.413], [-0.207, 0.209, -0.072], [-0.069, 0.105, -0.272], [0.017, -0.074, 0.007], [-0.403, -0.287, -0.111], [0.538, 0.439, 0.276], [0.968, 0.635, -0.639], [0.967, -0.860, -0.988], [-2.387, 1.821, -0.870], [-0.125, 0.128, 0.291], [0.676, 0.555, 0.692], [0.259, 0.308, 0.056], [-0.282, 0.007, -0.467], [-4.004, 2.352, 1.295], [1.618, 0.832, 1.288], [-0.094, 0.754, -0.011], [-0.358, -0.167, 1.571], [-0.520, 0.162, -1.882], [0.059, -0.055, -0.091], [0.389, -0.669, 0.228], [0.833, 0.010, -0.076], [0.248, -0.022, -0.481], [-0.875, -1.595, 0.280], [-0.480, 0.256, 0.586], [0.098, 0.188, 0.137], [-1.570, 0.223, 1.136], [-0.158, 1.663, -0.182], [-1.469, -0.070, -0.517], [-0.488, -0.521, -0.827], [0.450, 0.090, 0.340], [0.122, 0.317, 0.211], [-0.086, 0.733, -0.526], [-2.062, 1.020, -0.104], [-1.463, 0.715, 0.427], [0.053, -0.141, 0.505], [0.305, -0.100, 0.198], [-0.432, 0.169, -1.008], [-0.261, 0.186, 0.247], [-0.295, -0.846, 0.367], [-0.533, 0.028, -0.636], [1.247, -0.374, -0.402], [0.051, -0.215, 2.276], [-0.105, 0.739, 0.810], [0.423, -1.022, 1.739], [-1.418, -1.514, -0.352], [-0.065, 0.019, 0.050], [-2.053, 0.428, -3.067], [2.217, -0.310, -0.357], [-0.500, -3.294, 1.427], [0.882, -0.026, 0.195], [1.411, -0.505, -0.461], [2.484, 0.509, -0.695], [-0.566, 0.717, -0.817], [2.242, 1.486, -0.951], [0.263, -0.156, -0.477], [-0.404, -0.107, -0.023], [1.163, 0.364, -0.828], [0.834, -1.234, -0.292], [-0.063, 0.158, -0.002], [1.355, -1.890, 0.272], [-1.289, 0.056, 1.092], [0.770, 0.083, -0.268], [0.484, -0.989, 0.929], [-0.252, 1.002, 0.133], [0.726, -0.500, -1.182], [0.758, 1.460, -2.040], [0.986, -0.116, 0.475], [0.872, -1.239, -0.569], [-0.070, 0.487, -0.225], [-0.724, -0.921, 0.272], [0.379, -0.435, 1.981], [1.482, -0.348, -0.162], [0.380, -1.012, -2.356], [0.332, 1.839, -0.231], [-0.076, -0.312, -0.163], [-0.407, 0.145, 0.535], [-0.887, 0.081, 0.959], [0.043, -1.041, -1.884], [0.583, -0.112, -0.819], [0.469, 0.506, 0.004], [0.325, 0.132, 0.053], [0.098, 0.101, 0.221], [1.046, 0.174, -1.120], [-0.087, -0.119, 0.171], [-2.572, 0.166, -0.060], [0.126, -0.321, 0.125], [-1.086, -0.209, -0.355], [-0.121, -0.398, 1.516], [0.778, -0.235, -0.695], [-0.478, 1.017, 1.817], [0.426, 0.919, -0.004], [-0.365, -0.094, 0.335], [-0.093, 0.064, 1.714], [-0.225, -0.419, -0.902], [-1.982, 1.974, 0.538], [2.114, -4.828, -4.453], [-1.015, -0.349, 1.429], [-0.011, -0.372, -0.219], [-0.122, -0.654, 0.691], [1.037, -1.423, -0.633], [0.507, 0.067, 0.390], [0.515, 0.043, -0.049], [-1.017, 1.894, 0.841], [0.060, 0.009, 0.042], [3.689, 0.218, -1.138], [0.156, -0.038, -0.356], [-0.621, 0.492, -0.917], [0.247, -0.391, 0.425], [-0.954, -0.264, 0.171], [-0.172, -0.092, 0.149], [1.045, 0.001, 0.025], [2.145, 1.541, 0.118], [-0.105, -0.297, 0.076], [0.700, -0.178, -0.167], [-0.013, -0.992, 0.311], [0.279, -0.224, 0.000], [-1.318, 2.082, 1.010], [0.462, -0.265, -0.633], [-0.089, 0.121, 0.091], [-0.106, -0.269, 0.301], [-0.141, -0.046, 0.279], [-0.432, 0.522, 0.440], [-0.054, 0.130, 0.042], [0.034, -0.093, -0.022], [0.488, -0.267, 0.978], [0.552, 0.353, 1.059], [-1.016, -0.700, -1.008], [-1.298, 0.105, 1.600], [-0.183, 0.636, 1.339], [-2.979, -0.091, 0.054], [-0.465, 0.449, 0.551], [0.624, 2.193, 1.110], [0.146, -0.086, -0.309], [-1.940, 0.844, 1.812], [-1.062, -0.178, -1.140], [1.208, -0.185, 0.428], [0.137, -0.119, 0.528], [-0.001, -2.000, -2.360], [-0.607, -0.020, -0.101], [-0.079, -0.867, -0.429]]}

---

2.
{"formula": "C3H6O3", "method": "ωB97M-V/def2-TZVPD", "gap_ev": 10.1816, "de_lowest_ev": 2.260, "homo_energy_ev": -10.016, "smiles": "CC=O.O=CO", "multiplicity": 1, "total_charge": 0, "species": ["H", "C", "C", "C", "H", "H", "O", "H", "H", "O", "H", "O"], "coordinates": [[-2.7152, -0.5060, -0.9627], [0.0087, 0.6018, 2.1490], [1.3679, 0.8234, 1.5502], [-1.2038, -0.4369, -2.0991], [-0.6232, 1.1795, 1.4346], [1.0917, 0.8275, 0.5260], [2.4844, 0.8218, 2.1240], [-1.4796, 0.6822, -2.3560], [0.0314, 1.1727, 3.1200], [-1.9311, -1.1101, -1.1779], [-0.3404, -0.4729, 2.2195], [-0.1785, -0.8133, -2.6439]], "forces_ev_per_angstrom": [[1.473, -1.354, -0.273], [-0.227, 1.332, 1.400], [2.423, -1.890, 2.770], [2.344, 1.879, -1.615], [-0.170, -0.639, 0.705], [1.704, 0.533, -2.156], [-3.789, 0.431, -2.196], [-0.418, -1.954, 0.813], [-0.551, -1.062, -0.530], [-1.143, 1.703, -0.393], [0.621, 1.279, -0.013], [-2.267, -0.258, 1.487]]}